(1)
C5H7F | wB97M-V/def2-TZVPD

Summary:
ΔE to the lowest compared entry with this formula, charge and spin, kcal/mol: 49.8
Gap between HOMO and LUMO, eV: 11.441
SMILES string: C#CC(C)(C)F
Net charge: 0
E_LUMO, eV: 0.97
HOMO level, eV: -10.47

Each line ends with the natural charge from an NBO analysis.
Geometry (Å):
H (1.2069, -1.9883, 2.5254)  0.224
H (-1.7343, 0.3391, -1.5639)  0.226
H (-2.2336, 0.5070, 0.2165)  0.253
H (1.7242, -0.3463, -0.9656)  0.228
C (-1.5538, 0.0422, -0.4653)  -0.641
H (-1.5234, -1.1126, -0.3728)  0.236
C (0.6672, -1.4035, 1.8927)  -0.188
C (0.2548, -0.7092, 1.0108)  -0.050
F (-0.2679, 1.5819, 0.9883)  -0.419
H (0.7786, 0.8244, -1.8549)  0.211
C (-0.1727, 0.3169, 0.0750)  0.298
H (1.7670, 1.4002, -0.5940)  0.247
C (1.0871, 0.5484, -0.8922)  -0.626

---

(2)
C46H33BrF9N4OPYb | wB97M-V/def2-TZVPD

Summary:
Gap between HOMO and LUMO (alpha / beta), eV: 7.242 / 7.240
Net charge: +1
2S+1: 2
E_LUMO (alpha / beta), eV: -3.38 / -3.39
HOMO level (alpha / beta), eV: -10.63 / -10.63

Each line ends with the Mulliken spin population.
Geometry (Å):
Yb (-1.6223, -0.0101, -0.0226)  1.018
H (4.0664, 1.6436, -1.6256)  0.000
C (2.3187, 4.4648, 0.3365)  -0.001
H (-2.1906, -5.5824, 1.0276)  0.000
H (-8.2299, -0.5541, -0.1615)  0.000
C (0.9760, -3.4062, 0.8594)  -0.001
C (-6.8028, -2.1395, -0.0948)  0.000
C (2.0107, -1.6169, -2.0391)  0.000
H (1.9370, -2.2320, -1.1581)  0.000
C (4.6846, -1.4506, 2.4138)  0.000
F (6.1437, -3.2732, 2.7173)  0.000
H (-2.6838, 2.6807, -1.7285)  0.000
N (-3.9657, 0.7553, 0.8701)  0.000
F (5.2230, -2.4712, 4.4889)  0.000
C (4.0594, 6.1136, -0.3668)  0.000
O (-0.3280, -1.4632, 0.6326)  -0.011
C (-2.5624, -0.5754, -2.3840)  -0.002
C (-6.2659, 0.1618, 0.3351)  0.000
C (-5.4588, -2.4837, 0.0786)  -0.001
F (5.3764, 6.1451, -0.5825)  0.000
H (-5.1719, -3.5054, -0.1042)  0.000
H (-7.5182, -2.9100, -0.3363)  0.000
H (2.2701, 0.5668, -5.2112)  0.000
C (-1.2056, -0.2002, -2.5075)  0.005
C (-3.2950, 0.5669, -2.0027)  -0.002
C (1.9503, -0.2281, -1.9311)  -0.001
C (3.5637, 2.4222, -1.0744)  0.000
C (2.0470, 0.5494, -3.0819)  0.000
C (5.7031, -2.1390, 3.2845)  0.000
C (-2.3961, 1.6431, -1.8521)  -0.007
C (-0.2750, -2.7521, 0.7625)  0.001
H (-0.9052, 3.0725, 4.5432)  0.000
H (-1.0072, -0.5211, 3.2540)  0.000
H (1.8610, -2.7918, 0.8580)  0.000
C (-1.4472, -3.5652, 0.8635)  -0.001
H (-1.4512, 3.3139, 0.4074)  0.000
C (2.1278, -2.2158, -3.2761)  0.000
C (5.0059, -1.1959, 1.0851)  0.000
C (3.4990, 4.7142, -0.3493)  0.000
H (-5.9002, 3.4990, 0.7966)  0.000
F (1.0931, -2.8638, -5.8920)  0.000
C (-1.1814, 3.7271, 2.5479)  0.000
C (-4.9030, -0.1830, 0.5606)  -0.002
H (2.0590, -5.2329, 0.9916)  0.000
C (-4.3704, 2.0063, 0.9789)  0.000
H (5.0489, 3.8789, -1.5688)  0.000
C (-1.3067, -4.9629, 0.9838)  0.000
F (3.2385, -2.9458, -5.9150)  0.000
H (0.8501, 2.9958, 0.8271)  0.001
H (2.1428, -3.2904, -3.3641)  0.000
C (-2.7738, -3.0474, 0.8363)  0.001
H (-0.2310, 1.8063, -2.3352)  0.000
C (4.0714, -0.6088, 0.2536)  0.000
H (1.5243, -0.2459, 2.4324)  0.000
H (-1.1855, 4.7874, 2.6974)  0.000
H (1.8381, 5.2501, 0.8992)  0.000
C (-0.9340, 0.3681, 3.8808)  0.000
P (1.5235, 0.5190, -0.3105)  0.000
F (6.7800, -1.3672, 3.4939)  0.000
H (0.0235, 0.3611, 4.4029)  0.000
C (1.0868, -4.7670, 0.9507)  0.000
Br (0.0846, -7.4502, 1.0708)  0.000
N (-3.1301, -1.8335, 0.5379)  0.000
F (3.4921, 6.8499, -1.3401)  0.000
C (2.2015, -2.1112, -5.7570)  0.000
F (3.8327, 6.7715, 0.7806)  0.000
C (-7.2048, -0.8389, 0.0160)  0.000
F (2.2213, -1.2634, -6.7889)  0.000
H (-2.9833, -1.5227, -2.6995)  0.000
C (2.8124, -0.2717, 0.7410)  -0.001
H (-3.5399, -3.7781, 1.1053)  0.000
H (4.3253, -0.4286, -0.7791)  0.000
C (-1.3152, 2.9779, 1.4193)  0.000
H (-0.4423, -0.8059, -2.9745)  0.001
C (3.4418, -1.0942, 2.9189)  0.000
C (2.1883, -0.0424, -4.3237)  0.000
C (-5.6777, 2.4456, 0.7375)  0.000
C (1.7691, 3.1974, 0.2996)  0.000
C (-4.4989, -1.5462, 0.4166)  0.002
C (-1.0655, 1.5893, 3.0513)  0.000
H (-4.3728, 0.6437, -1.9785)  0.000
C (-0.0688, -5.5518, 0.9964)  0.000
C (4.1219, 3.6891, -1.0502)  -0.001
H (3.2047, -1.2897, 3.9544)  0.000
N (-1.0260, 2.8342, 3.5698)  0.000
C (2.2008, -1.4259, -4.4177)  0.000
C (-1.0996, 1.1759, -2.1780)  0.001
H (-1.7162, 0.3361, 4.6393)  0.000
C (2.5117, -0.5087, 2.0772)  0.000
H (5.9838, -1.4575, 0.7105)  0.000
H (-7.6491, 1.8090, 0.1879)  0.000
C (-6.6317, 1.5207, 0.4095)  0.000
H (-3.6235, 2.7378, 1.2610)  0.000
N (-1.2388, 1.6375, 1.7390)  -0.002
C (2.3676, 2.1642, -0.4118)  0.000
H (1.9905, 1.6262, -3.0168)  0.000

---

(3)
C2H5NO2S | wB97M-V/def2-TZVPD

Summary:
ΔE to the lowest compared entry with this formula, charge and spin, kcal/mol: 46.1
Gap between HOMO and LUMO, eV: 9.045
Net charge: 0
E_LUMO, eV: -0.73
HOMO level, eV: -9.78

Each line ends with the natural charge from an NBO analysis.
Geometry (Å):
C (1.4635, -0.5032, -0.7000)  -0.437
S (-2.5972, 0.0431, -0.0854)  1.648
O (-2.8909, -0.6193, 1.1682)  -0.837
H (-0.5005, 1.5407, 1.0938)  0.175
C (0.3403, 0.9829, 0.8234)  -0.033
N (0.3803, 0.3679, -0.2543)  -0.421
H (1.3433, 0.9418, 1.5316)  0.120
H (1.1454, -1.4972, -0.9700)  0.222
H (2.1019, -0.5487, 0.1712)  0.173
O (-2.8643, -0.7272, -1.2959)  -0.826
H (2.0782, 0.0193, -1.4826)  0.218

---

(4)
C40H39CrN5O3P | wB97M-V/def2-TZVPD

Summary:
Gap between HOMO and LUMO (alpha / beta), eV: 5.362 / 4.310
Net charge: +1
2S+1: 5
E_LUMO (alpha / beta), eV: -3.13 / -3.64
HOMO level (alpha / beta), eV: -8.49 / -7.95

Each line ends with the Mulliken spin population.
Geometry (Å):
H (0.9494, 0.8219, 4.8876)  0.004
H (4.1305, -3.7832, -3.9804)  0.000
H (-0.8785, 2.6123, 3.7006)  0.012
H (3.5592, 3.5825, 0.6617)  0.000
C (0.0234, -5.5004, 1.8345)  -0.003
C (1.4900, -1.6504, -4.3633)  -0.010
H (4.1692, 2.4360, 1.8547)  0.000
C (-0.3365, -0.1981, -4.9201)  -0.005
H (-1.3719, 0.6054, -3.1983)  0.004
H (0.2403, 5.6551, -2.3953)  0.000
C (-0.5755, -2.8336, 1.2874)  0.036
H (4.0576, -3.4766, 0.8415)  0.000
C (0.0133, 0.5890, 4.3914)  0.209
H (-2.6882, 4.1258, -0.9828)  0.001
H (-1.2237, 5.6312, -1.4241)  0.000
O (2.2420, 0.8746, -0.9698)  0.016
H (2.7881, -2.7280, -5.7383)  0.000
C (-0.4374, -3.7577, 0.2470)  0.014
C (0.6861, -1.0126, -5.3257)  0.018
H (1.7667, 3.2640, -1.3770)  -0.005
N (0.1172, 1.8293, 2.2423)  -0.015
C (3.5012, -3.0692, 0.0091)  -0.002
Cr (0.5152, 0.0024, -0.6523)  3.200
H (-1.0173, 3.4512, -2.6310)  -0.001
C (-2.3853, 0.2368, 4.4567)  0.295
C (-0.1026, -4.5881, 2.8709)  0.002
H (-3.2673, -0.6508, 2.7075)  0.006
C (-0.4098, -3.2561, 2.6010)  -0.010
H (1.0536, 4.2414, 3.2915)  0.006
H (0.3481, 5.3638, -0.6584)  0.000
C (-0.5623, -0.0183, -3.5533)  0.040
H (-3.0937, -3.2045, 0.6509)  0.001
H (-0.9700, 0.3089, -5.6348)  0.000
H (-0.0548, -5.7968, -0.2939)  0.000
N (-1.0913, 1.4920, -0.6930)  -0.143
O (-0.9027, 2.6679, 2.7289)  0.010
C (-3.4306, -2.3135, 0.1358)  -0.006
C (-1.1668, 0.5818, 5.0831)  -0.104
H (-5.2917, -3.1941, -0.4619)  0.000
H (4.6232, -4.0774, -1.5013)  0.000
C (2.1801, 2.0063, 1.1685)  0.077
C (3.3162, -3.1141, -3.7261)  -0.003
C (-0.2483, 5.1604, -1.5549)  0.000
N (0.1798, -0.5947, -2.6273)  -0.094
C (1.7819, 3.4298, 3.2441)  -0.022
C (-2.6241, -1.1828, 0.1138)  -0.029
C (3.0540, -2.8482, -2.3356)  0.007
H (2.2056, -1.8692, 1.2626)  -0.017
H (-4.6941, 0.8868, -1.6095)  0.000
P (-0.9738, -1.0983, 0.8758)  -0.058
H (-0.1825, 3.0988, 0.2724)  -0.006
C (3.5745, 2.5284, 0.9461)  0.007
C (1.0622, 3.1435, -2.2042)  0.032
C (-0.3169, 3.6494, -1.8065)  -0.016
H (-3.3137, 0.2657, 5.0107)  0.010
C (-0.1484, -5.0849, 0.5175)  0.005
H (1.0690, 2.0912, -2.4802)  -0.001
H (2.7550, 3.8650, 3.0255)  0.001
H (-2.3494, 3.9610, 0.7569)  0.001
N (1.7109, 1.0850, 0.3038)  -0.033
C (2.5778, -2.5356, -4.6931)  0.000
C (-4.6718, -2.3060, -0.4902)  0.000
N (1.7399, -1.6439, -0.7130)  0.013
H (1.8306, 2.9875, 4.2502)  0.014
H (0.2477, -6.5382, 2.0493)  0.000
C (2.4547, -2.1718, 0.2546)  0.023
C (0.0260, 0.4288, 2.9228)  0.031
H (1.4387, 3.7169, -3.0545)  -0.001
C (-2.2814, 3.4775, -0.2127)  0.003
C (-4.3360, -0.0207, -1.1396)  0.004
C (-2.3360, 1.2533, -0.4894)  0.031
C (-3.0870, -0.0304, -0.5298)  0.032
C (-0.8753, 2.9649, -0.5567)  0.064
C (-2.3587, -0.2420, 3.1417)  -0.111
H (-0.5657, -3.4345, -0.7814)  -0.009
H (4.0582, 1.9716, 0.1487)  0.000
C (1.3856, 2.4230, 2.2096)  0.190
H (-0.5195, -2.5470, 3.4145)  -0.010
C (-1.1860, -0.2670, 2.4267)  0.193
O (-3.1157, 2.2879, -0.1951)  0.004
H (-6.0856, -1.1577, -1.6278)  0.000
C (-5.1198, -1.1648, -1.1381)  0.000
C (2.0207, -1.9839, -1.9944)  -0.001
H (-1.1674, 0.8042, 6.1453)  -0.001
C (3.8062, -3.3994, -1.2804)  0.007
H (0.8866, -1.1701, -6.3793)  0.000
H (0.9463, -0.0412, 2.5594)  0.077
H (0.0276, -4.9104, 3.8965)  0.000
C (1.2050, -1.3943, -3.0259)  0.015

---

(5)
C5H10O | wB97M-V/def2-TZVPD

Summary:
ΔE to the lowest compared entry with this formula, charge and spin, kcal/mol: 36.3
Gap between HOMO and LUMO, eV: 10.597
SMILES string: C=C1CCC1.O
Net charge: 0
E_LUMO, eV: 0.96
HOMO level, eV: -9.64

Each line ends with the natural charge from an NBO analysis.
Geometry (Å):
H (2.0013, -0.3538, -0.7927)  0.479
C (-0.6643, 1.1748, 0.1478)  -0.447
H (-0.2666, 1.7106, -0.7226)  0.219
C (0.0219, -0.1560, 0.3787)  0.023
H (1.5920, 0.1772, 1.7455)  0.203
H (-1.4083, -1.8402, 0.0854)  0.217
H (3.2115, 0.4429, -0.3967)  0.461
H (1.2639, -1.5954, 1.2940)  0.212
C (-1.0623, -0.9069, -0.3676)  -0.447
C (1.0117, -0.5446, 1.1732)  -0.436
H (-2.5216, 0.6846, -1.0624)  0.207
C (-1.9405, 0.3612, -0.1965)  -0.385
H (-2.6047, 0.2760, 0.6678)  0.206
H (-0.8100, -1.0964, -1.4179)  0.218
O (2.9188, -0.1974, -1.0545)  -0.945
H (-0.7020, 1.8591, 1.0006)  0.216